1.
The following is a quantum chemistry calculation of C11H6F2FeNS3Sb as an isolated structure, from OMol25.

Each line ends with the natural charge from an NBO analysis.
Geometry (Å):
Fe: -0.08 1.39 -1.17  0.736
F: -4.85 -0.83 -0.10  -0.333
C: -3.51 -0.76 0.11  0.427
C: -2.76 0.12 -0.63  -0.332
C: -1.39 0.19 -0.41  -0.116
C: -0.80 -0.66 0.57  -0.245
C: -1.62 -1.53 1.28  0.442
F: -1.10 -2.35 2.22  -0.342
C: -2.98 -1.60 1.07  -0.389
C: 0.65 -0.52 0.74  0.244
C: 1.48 -1.26 1.58  -0.248
C: 2.83 -0.98 1.62  -0.148
C: 3.36 0.02 0.81  -0.273
C: 2.49 0.71 -0.01  0.085
N: 1.18 0.46 -0.04  -0.447
H: -3.24 0.74 -1.37  0.239
H: -3.60 -2.28 1.64  0.235
H: 1.05 -2.03 2.19  0.237
H: 3.48 -1.56 2.27  0.213
H: 4.41 0.26 0.81  0.222
H: 2.82 1.50 -0.67  0.227
S: 0.44 4.03 -4.92  -0.884
Sb: 1.42 2.79 -3.30  0.809
S: 0.13 3.50 -1.11  -0.712
S: 0.18 0.66 -3.18  -0.646

Summary:
Multiplicity   2
Expectation value of S²   1.191
Total energy   -91862.516 eV
Net charge   -1


2.
The following is a quantum chemistry calculation of C11H6NO5STeW as an isolated structure at a distorted geometry, from OMol25.

Each line ends with the natural charge from an NBO analysis.
Geometry (Å):
W: 0.28 -0.26 -0.82  1.583
O: -0.53 5.67 0.14  -0.599
C: -0.33 4.40 -0.13  0.396
C: -0.23 3.88 -1.44  -0.250
C: -0.04 2.53 -1.59  0.119
N: 0.06 1.71 -0.53  -0.569
C: -0.03 2.20 0.72  0.095
C: -0.23 3.52 0.97  -0.211
C: 0.08 1.06 1.71  0.761
O: 0.04 1.13 2.89  -0.418
O: 0.23 -0.11 0.99  -0.669
C: 0.03 1.74 -2.87  0.758
O: -0.11 2.14 -3.97  -0.431
O: 0.23 0.42 -2.53  -0.671
H: -0.63 6.23 -0.65  0.511
H: -0.31 4.52 -2.31  0.266
H: -0.32 3.92 1.97  0.281
Te: 0.52 -2.74 -1.64  0.245
C: 0.17 -4.11 -0.06  -0.508
C: 0.96 -4.41 1.01  -0.265
C: 0.46 -5.52 1.73  -0.249
C: -0.67 -6.05 1.18  -0.399
S: -1.16 -5.20 -0.21  0.492
H: 1.84 -3.86 1.29  0.235
H: 0.93 -5.93 2.61  0.241
H: -1.26 -6.88 1.54  0.255

Summary:
Energy relative to the best compared isomer or geometry (same formula, charge and spin)   1.825 eV
Multiplicity   3
Expectation value of S²   2.020
Net charge   +1


3.
The following is a quantum chemistry calculation of a 30-piece molecular cluster, C11H75FN2O33P overall at a distorted geometry, from OMol25.

Each line ends with the Mulliken charge.
Geometry (Å):
C: 2.83 -1.09 2.07  -1.111
C: 1.53 -1.40 1.91  -0.112
C: 0.83 -1.55 0.57  -0.297
N: 0.11 -0.28 0.20  1.448
N: 0.55 0.82 0.76  -0.976
C: -0.11 1.86 0.32  -0.324
F: 0.32 3.01 0.81  -0.170
C: -1.19 1.96 -0.58  0.849
P: -1.90 3.67 -0.90  0.641
O: -2.97 3.88 0.12  -0.808
O: -2.62 3.70 -2.38  -0.303
O: -0.80 4.86 -0.89  -0.182
C: -1.64 0.70 -1.18  0.580
C: -2.75 0.56 -2.22  -1.582
C: -0.87 -0.40 -0.69  -0.050
O: -1.13 -1.63 -1.13  -0.372
C: -2.39 -2.15 -0.63  -0.560
C: -2.49 -2.28 0.91  0.645
C: -3.89 -1.77 1.40  -1.552
H: 3.65 -1.53 1.49  0.393
H: 3.08 -0.39 2.86  0.280
H: 0.85 -1.53 2.76  0.164
H: 1.60 -1.76 -0.19  0.662
H: 0.13 -2.38 0.69  0.322
H: -3.17 4.50 -2.37  0.343
H: -0.76 5.17 0.03  0.330
H: -3.73 0.73 -1.71  0.195
H: -2.63 1.22 -3.08  0.324
H: -2.79 -0.46 -2.61  0.562
H: -3.27 -1.60 -0.98  0.338
H: -2.47 -3.16 -1.05  0.352
H: -1.75 -1.70 1.47  -0.263
H: -2.40 -3.32 1.23  0.276
H: -4.63 -2.04 0.63  0.439
H: -3.84 -0.68 1.55  0.317
H: -4.15 -2.22 2.36  0.283
O: -1.02 2.23 -5.14  -0.572
H: -0.31 1.86 -4.61  0.321
H: -1.47 2.82 -4.53  0.238
O: 1.15 -3.62 -2.13  -0.522
H: 1.07 -3.95 -3.03  0.274
H: 0.28 -3.25 -1.93  0.262
O: -0.48 -3.31 3.50  -0.424
H: -0.41 -3.60 4.42  0.205
H: -0.47 -4.13 2.99  0.189
O: -2.06 -5.74 3.29  -0.546
H: -2.36 -5.95 4.18  0.285
H: -2.54 -6.35 2.72  0.300
O: 2.18 5.22 2.26  -0.680
H: 1.93 5.07 3.18  0.342
H: 1.72 4.53 1.78  0.331
O: 5.66 -2.13 1.70  -0.602
H: 5.96 -1.64 0.92  0.283
H: 6.43 -2.64 1.98  0.256
O: -1.88 -0.56 4.22  -0.632
H: -1.69 0.33 3.91  0.268
H: -1.10 -1.07 3.98  0.327
O: 0.90 -0.45 -5.99  -0.636
H: 0.24 0.25 -5.94  0.336
H: 1.70 0.01 -6.25  0.334
O: 4.18 1.31 1.99  -0.563
H: 4.84 1.91 1.65  0.274
H: 3.39 1.86 2.09  0.272
O: 5.63 -1.09 -1.38  -0.567
H: 5.32 -0.21 -1.58  0.291
H: 5.24 -1.63 -2.08  0.287
O: 2.06 8.02 0.98  -0.610
H: 1.84 7.20 1.43  0.338
H: 1.56 8.70 1.44  0.312
O: -4.07 -5.15 5.22  -0.648
H: -3.40 -4.54 4.90  0.332
H: -4.86 -4.60 5.30  0.294
O: 1.06 2.80 -7.06  -0.632
H: 0.13 2.87 -6.81  0.280
H: 1.53 3.23 -6.34  0.318
O: -2.29 -3.30 6.80  -0.588
H: -2.60 -4.14 7.15  0.314
H: -2.79 -2.64 7.30  0.297
O: 6.87 -4.92 1.64  -0.596
H: 6.16 -5.54 1.46  0.281
H: 7.48 -5.05 0.91  0.310
O: 4.64 -3.71 -3.08  -0.541
H: 4.37 -3.95 -2.19  0.271
H: 4.14 -4.30 -3.65  0.280
O: -5.04 2.21 -1.32  -0.495
H: -5.97 2.26 -1.06  0.244
H: -4.57 2.63 -0.60  0.241
O: 4.64 -1.34 -4.88  -0.608
H: 5.17 -2.10 -4.62  0.294
H: 5.01 -1.07 -5.73  0.306
O: 6.50 -7.34 -0.03  -0.612
H: 7.11 -8.02 0.28  0.314
H: 6.37 -7.54 -0.96  0.308
O: 1.50 7.46 -1.89  -0.602
H: 1.04 6.62 -1.96  0.267
H: 1.97 7.41 -1.04  0.333
O: -4.56 -5.90 2.15  -0.574
H: -4.86 -6.11 3.04  0.315
H: -5.05 -6.51 1.58  0.286
O: -1.91 3.74 -8.09  -0.617
H: -1.84 3.55 -7.15  0.284
H: -1.86 2.88 -8.51  0.333
O: -0.12 2.75 4.25  -0.627
H: -0.20 2.47 3.33  0.219
H: -0.97 3.14 4.46  0.395
O: 1.61 5.00 5.45  -0.641
H: 1.18 4.16 5.28  0.311
H: 2.01 4.90 6.32  0.331
O: 2.12 4.86 -3.88  -0.613
H: 2.92 5.10 -3.40  0.315
H: 1.62 5.68 -3.92  0.302
O: 1.77 -4.38 1.33  -0.511
H: 2.09 -3.92 0.54  0.218
H: 2.54 -4.88 1.63  0.278
O: -2.05 4.34 5.70  -0.662
H: -1.31 4.54 6.28  0.321
H: -2.55 5.15 5.67  0.316
O: -6.33 -0.56 -2.22  -0.606
H: -5.70 0.06 -2.60  0.314
H: -7.16 -0.07 -2.20  0.301
O: -4.77 3.14 -4.96  -0.605
H: -4.03 3.37 -4.39  0.284
H: -5.29 3.95 -5.02  0.313

Summary:
Total energy   -95171.880 eV
Net charge   +1


4.
The following is a quantum chemistry calculation of a 2-piece molecular cluster, C11H7F4N2O4S overall at a distorted geometry, from OMol25.

Each line ends with the natural charge from an NBO analysis.
Geometry (Å):
O: 5.28 -0.58 0.30  -0.558
C: 4.09 -0.44 0.28  0.882
F: 3.34 -1.23 1.08  -0.326
C: 3.43 0.62 -0.60  -0.552
C: 1.91 0.65 -0.42  -0.076
C: 1.16 -0.45 -0.65  -0.158
C: -0.25 -0.44 -0.47  -0.189
C: -0.83 0.69 -0.03  -0.184
C: -0.11 1.88 0.21  0.090
N: -0.80 2.98 0.63  -0.334
C: -0.01 4.01 0.77  -0.011
C: 1.39 4.01 0.57  -0.014
N: 2.06 2.95 0.21  -0.399
C: 1.28 1.85 0.01  0.166
H: 3.87 1.57 -0.30  0.279
H: 3.72 0.44 -1.64  0.252
H: 1.62 -1.38 -0.99  0.210
H: -0.87 -1.33 -0.65  0.284
H: -1.91 0.70 0.14  0.244
H: -0.47 4.95 1.07  0.184
H: 1.95 4.94 0.71  0.187
C: -4.15 -4.05 0.08  0.681
F: -3.32 -5.06 0.41  -0.334
F: -4.80 -4.44 -1.04  -0.334
F: -5.07 -3.98 1.05  -0.333
S: -3.26 -2.45 -0.15  2.341
O: -2.32 -2.71 -1.23  -1.007
O: -2.63 -2.20 1.13  -0.997
O: -4.30 -1.51 -0.49  -0.993

Summary:
Total energy   -44398.937 eV
Net charge   -1


- What is the formula in the second record?
  C11H6NO5STeW


What did the fourth record say?
The following is a quantum chemistry calculation of a 2-piece molecular cluster, C11H7F4N2O4S overall at a distorted geometry, from OMol25.

Each line ends with the natural charge from an NBO analysis.
Geometry (Å):
O: 5.28 -0.58 0.30  -0.558
C: 4.09 -0.44 0.28  0.882
F: 3.34 -1.23 1.08  -0.326
C: 3.43 0.62 -0.60  -0.552
C: 1.91 0.65 -0.42  -0.076
C: 1.16 -0.45 -0.65  -0.158
C: -0.25 -0.44 -0.47  -0.189
C: -0.83 0.69 -0.03  -0.184
C: -0.11 1.88 0.21  0.090
N: -0.80 2.98 0.63  -0.334
C: -0.01 4.01 0.77  -0.011
C: 1.39 4.01 0.57  -0.014
N: 2.06 2.95 0.21  -0.399
C: 1.28 1.85 0.01  0.166
H: 3.87 1.57 -0.30  0.279
H: 3.72 0.44 -1.64  0.252
H: 1.62 -1.38 -0.99  0.210
H: -0.87 -1.33 -0.65  0.284
H: -1.91 0.70 0.14  0.244
H: -0.47 4.95 1.07  0.184
H: 1.95 4.94 0.71  0.187
C: -4.15 -4.05 0.08  0.681
F: -3.32 -5.06 0.41  -0.334
F: -4.80 -4.44 -1.04  -0.334
F: -5.07 -3.98 1.05  -0.333
S: -3.26 -2.45 -0.15  2.341
O: -2.32 -2.71 -1.23  -1.007
O: -2.63 -2.20 1.13  -0.997
O: -4.30 -1.51 -0.49  -0.993

Summary:
Total energy   -44398.937 eV
Net charge   -1